The following is a quantum chemistry calculation of 12 unconnected molecules or ions with the total composition C34H64Cl22N4O8S, from the OMol25 dataset.

The HOMO-LUMO gap is 8.62 eV. The charge is 0. The calculation puts the relative energy (zero: lowest compared OMol25 entry of this formula, charge and spin) at 0.0 kJ/mol. The calculation puts the highest occupied orbital energy at -8.41 eV. As for the SMILES: CC(C)C[C@@H](C)CO[C@@](C)(O[C@@H](N)N=C=O)[C@H](OCCNC[C@H](C)O)O[C@H](CCCC(=O)O)N=C=S.ClCCl.ClCCl.ClCCl.ClCCl.ClCCl.ClCCl.ClCCl.ClCCl.ClCCl.ClCCl.ClCCl. Its electronic energy is -344960.3915 eV. For the LUMO energy, the calculation gives 0.00772 hartree.

Last column: Löwdin charge in e.
CARTESIAN COORDINATES (ANGSTROEM)
C: -0.967953 6.910533 0.077623  -0.0980
C: -2.140771 6.289696 -0.821645  -0.3626
C: -2.094100 7.105495 -2.198945  -0.1081
C: -1.759917 4.765789 -1.173026  -0.2177
C: -2.049362 3.793645 0.071655  -0.2802
C: -3.594172 3.420192 -0.037183  -0.0814
C: -1.092236 2.526267 -0.061559  -0.1271
O: -0.306005 2.273577 1.120705  -0.0566
C: -0.745450 1.133658 1.851118  -0.4255
C: 0.060662 1.098300 3.198615  0.0302
O: -2.148321 0.953217 1.943986  -0.0068
C: -2.801527 1.686681 2.952480  -0.3807
N: -2.891593 0.969978 4.246734  0.1012
N: -2.343893 3.115001 3.091976  0.1758
C: -2.910419 3.664500 4.035053  -0.2988
O: -3.310621 3.839067 5.112218  0.1804
C: -0.200023 -0.135772 1.020086  -0.2469
O: -0.576353 -1.351788 1.664197  -0.0852
C: -1.667416 -1.946806 0.965264  -0.1727
C: -1.260831 -2.641304 -0.393811  -0.1845
N: -1.711384 -1.746767 -1.488803  -0.0943
C: -1.719179 -2.392971 -2.820449  -0.2102
C: -1.278457 -1.252295 -3.896600  -0.3425
C: 0.179266 -1.630014 -4.386435  -0.0817
O: -1.302471 0.013342 -3.197445  -0.1010
O: 1.220881 -0.030459 0.973259  -0.0484
C: 1.855653 -1.067258 0.247575  -0.3041
C: 3.431512 -0.847298 0.495510  -0.1177
C: 3.783670 0.648544 0.880935  -0.1640
C: 5.298104 1.055756 0.563511  -0.0975
C: 5.550207 1.110416 -0.980399  -0.4809
O: 5.668657 2.194912 -1.478197  0.1000
O: 5.670872 -0.012006 -1.813019  0.0390
N: 1.638653 -1.047303 -1.234096  0.0573
C: 1.782180 0.064587 -1.719463  -0.6994
S: 2.159756 1.505827 -2.328993  0.7874
H: -1.015534 6.488557 1.127130  0.0760
H: -0.007859 6.587210 -0.416879  0.0829
H: -1.002594 8.037182 0.090608  0.0040
H: -3.144062 6.383221 -0.329968  0.1220
H: -1.816790 8.179373 -2.010380  0.0674
H: -1.274940 6.671675 -2.825913  0.0050
H: -3.064748 7.029106 -2.763885  0.0770
H: -2.447075 4.470645 -2.033120  0.0223
H: -0.678674 4.783416 -1.464331  0.0608
H: -1.822008 4.401074 0.984762  0.1062
H: -4.263823 4.297433 0.153495  0.0813
H: -3.833805 2.532143 0.622923  0.0569
H: -3.783837 3.061917 -1.089787  0.0195
H: -1.689243 1.655089 -0.442388  0.1320
H: -0.358040 2.780177 -0.888279  0.1082
H: 0.091128 0.065263 3.636060  0.1004
H: -0.289080 1.857399 3.960613  0.0872
H: 1.137847 1.375920 2.995203  0.1000
H: -3.882628 1.765743 2.621897  0.1555
H: -3.793852 1.135198 4.684348  0.0800
H: -2.111012 1.212228 4.853969  0.0704
H: -0.584470 -0.171214 -0.036045  0.1497
H: -2.113532 -2.734099 1.642671  0.0958
H: -2.520042 -1.227831 0.763990  0.1311
H: -1.727693 -3.671231 -0.502147  0.0915
H: -0.148787 -2.760674 -0.510135  0.0610
H: -2.656484 -1.392950 -1.334694  0.0554
H: -1.041566 -3.289436 -2.859294  0.0918
H: -2.804241 -2.659931 -3.063042  -0.0313
H: -1.966251 -1.246902 -4.798992  0.1363
H: 0.885606 -1.397238 -3.532688  0.0239
H: 0.540501 -1.027880 -5.261592  0.0841
H: 0.214110 -2.737396 -4.542375  0.0282
H: -0.733469 0.634839 -3.680061  0.0669
H: 1.633403 -2.103154 0.609632  0.1284
H: 3.672264 -1.477032 1.417570  0.0395
H: 4.047850 -1.275945 -0.334799  0.1083
H: 3.599153 0.822701 1.980557  0.1194
H: 3.155682 1.413936 0.335472  0.0942
H: 5.446988 2.095072 0.976573  0.1295
H: 5.966826 0.358705 1.125134  0.0375
H: 4.775492 -0.337544 -2.012619  0.0805
C: -1.649127 11.470993 0.951459  -1.0189
Cl: -2.593645 9.977779 0.976079  0.5314
Cl: 0.046059 11.151948 0.565414  0.5048
H: -2.062557 12.136740 0.198923  0.0252
H: -1.705493 11.939499 1.930112  0.0247
C: 0.224348 -4.219396 3.832434  -0.9968
Cl: 0.041758 -4.764225 5.504555  0.5621
Cl: -0.936170 -5.019099 2.769470  0.5606
H: 0.062840 -3.144680 3.788472  0.0281
H: 1.227958 -4.455364 3.494719  -0.0563
C: 3.009103 -5.039346 7.413127  -1.0458
Cl: 4.095965 -3.790486 6.794682  0.5060
Cl: 3.876975 -6.547228 7.726468  0.5016
H: 2.561848 -4.690561 8.340075  0.0298
H: 2.233769 -5.223422 6.675336  -0.0691
C: -5.943046 -3.380105 -3.209892  -0.9694
Cl: -4.576809 -2.754797 -2.278607  0.6393
Cl: -5.445133 -3.843364 -4.842113  0.5161
H: -6.345643 -4.252452 -2.702590  0.0302
H: -6.704995 -2.608324 -3.279144  0.0291
C: -1.173840 -7.769387 0.221613  -1.0126
Cl: 0.001692 -9.004526 -0.238540  0.5133
Cl: -1.453867 -6.625913 -1.098639  0.5415
H: -2.113791 -8.252875 0.473366  0.0308
H: -0.794799 -7.225165 1.082714  -0.0347
C: 2.187107 -5.198328 -1.534014  -0.9546
Cl: 1.762801 -3.687372 -2.346027  0.6000
Cl: 1.541633 -5.241017 0.112549  0.5126
H: 1.773275 -6.032260 -2.096878  -0.0106
H: 3.269676 -5.283836 -1.491336  0.0348
C: 4.829240 -4.934520 3.124080  -0.9748
Cl: 4.535140 -3.706563 1.884591  0.5487
Cl: 3.342113 -5.774657 3.571710  0.5555
H: 5.541427 -5.659857 2.740301  0.0331
H: 5.235746 -4.449176 4.007767  0.0042
C: -0.215671 4.001602 -4.486686  -0.9499
Cl: 0.792310 5.203340 -3.670989  0.5604
Cl: -1.947705 4.273669 -4.204954  0.5789
H: -0.023090 4.056194 -5.554597  0.0290
H: 0.049243 3.014680 -4.113927  -0.0137
C: -0.024669 -6.845710 -4.355648  -1.0248
Cl: 1.075598 -5.589461 -4.932630  0.5255
Cl: 0.837344 -8.352883 -4.028422  0.5106
H: -0.497067 -6.505524 -3.440176  -0.0580
H: -0.780024 -7.028880 -5.115093  0.0308
C: -4.707624 1.246328 -3.766281  -1.0022
Cl: -4.945203 2.869394 -4.427155  0.4999
Cl: -5.239173 1.142915 -2.084978  0.5373
H: -5.286011 0.540378 -4.357784  0.0243
H: -3.654836 0.995262 -3.817301  0.0026
C: 8.258076 -0.423700 3.384646  -1.0057
Cl: 8.128823 1.272006 3.863797  0.5121
Cl: 6.670341 -1.108907 3.013731  0.5333
H: 8.886509 -0.493420 2.500863  0.0302
H: 8.702988 -0.987597 4.199786  0.0259

Cartesian forces, eV/Å:
C -0.6336 -0.6322 -0.2690
C 1.6431 0.3516 -0.8832
C -0.0570 -0.2806 0.5937
C -1.7457 0.8535 1.1960
C -0.1290 0.5637 -1.4112
C 0.8774 -0.6583 -0.0583
C -0.2251 1.2818 -1.0762
O -1.5721 -0.5982 0.0860
C 2.6410 -1.3576 -0.3367
C 0.4896 0.5837 0.3916
O 0.8209 1.3703 0.7313
C -2.6154 -0.5236 0.5644
N 0.6552 0.4618 -1.2403
N -0.6163 0.5097 0.1404
C 1.4534 -2.5351 0.0383
O -0.6083 1.5455 -0.0002
C -0.5834 0.0994 -0.1651
O -0.2856 0.5744 -0.6290
C -1.0577 -1.6594 -0.1199
C -0.5644 0.3904 -0.1816
N 0.1199 -1.3959 -0.1643
C -0.7060 1.5666 -0.8965
C 1.1452 -1.2738 0.0633
C -0.1442 0.6222 0.8971
O 0.0246 -0.2130 -1.1281
O -0.7314 -1.1086 -0.4468
C 2.4051 -0.5547 0.9236
C -0.5670 -0.1002 1.5681
C 0.4828 0.6101 -0.5314
C -0.8052 -0.7766 0.3318
C 0.0886 1.1694 0.4118
O 0.0941 -0.3188 -0.0704
O -0.5386 0.1429 1.0991
N -0.3203 2.6409 0.2651
C 0.4659 0.3561 -0.4632
S -0.6667 -1.6151 0.3443
H 0.2504 0.6083 -1.0935
H -0.7754 0.3982 0.6590
H 0.0034 -1.3211 0.1381
H 0.8657 -0.1304 -0.3826
H -0.5571 -0.9168 -0.2104
H -0.7877 0.4392 0.4613
H 0.9660 0.1433 0.4811
H 1.3128 0.2410 1.5117
H -1.0207 -0.2243 0.0980
H -0.1432 -0.9977 -0.6157
H 0.5759 -0.8117 0.0124
H 0.0417 1.1752 -0.5575
H 0.1883 0.4844 1.1150
H 0.5672 0.4987 0.6538
H -0.5987 -0.4448 1.0518
H -0.3783 0.9769 -0.4124
H 0.1884 -0.8971 -0.9270
H -1.3080 -0.2687 -0.0625
H 1.2896 -0.3291 0.0167
H 0.4263 0.0656 0.0110
H -0.3778 -0.1757 0.0423
H 0.1688 0.2926 0.8626
H 0.7070 0.9199 -0.5390
H 1.1160 -0.4732 0.2661
H 0.4618 0.9188 0.4432
H -1.0750 0.0496 0.3660
H 0.4019 -0.0385 0.3469
H -0.6373 0.9713 0.0429
H 2.7884 -0.0654 -0.2185
H 0.5083 0.0548 1.0780
H -0.8228 -0.3615 -0.9415
H -0.4594 -0.7189 0.5409
H 0.1066 1.0467 -0.3478
H -0.2173 -0.2930 0.1023
H -0.3922 1.0143 -0.3463
H -0.2480 0.9144 -1.2736
H -0.6973 0.4688 0.6067
H 0.1930 -0.3049 -1.1775
H 0.4588 -1.0663 0.6171
H -0.0144 -1.1190 -0.7460
H -0.4004 0.5311 -0.8641
H 0.3192 0.0751 0.0388
C -0.0725 0.1508 0.0338
Cl -0.1688 0.1608 0.0567
Cl 0.0140 0.0809 0.0019
H 0.0657 -0.1474 -0.0151
H 0.0602 -0.1424 -0.0449
C 0.1700 0.3453 -0.1109
Cl -0.0723 0.0306 0.0076
Cl -0.0395 -0.0416 -0.0919
H -0.1631 -0.1129 0.0026
H -0.1347 -0.0563 0.0411
C -0.1822 -0.0987 0.0257
Cl -0.0283 0.1348 -0.0491
Cl -0.0633 -0.0296 0.0232
H 0.1770 -0.0003 -0.0337
H 0.2496 -0.0178 0.0168
C -0.2645 0.0197 0.1205
Cl -1.7041 -0.1767 0.6278
Cl -0.0429 -0.0099 -0.0251
H 0.1488 0.0290 -0.0595
H 0.1469 -0.0038 -0.0486
C 0.0336 -0.1091 0.2297
Cl -0.0240 0.0028 0.0717
Cl -0.2267 0.0842 0.0810
H 0.0650 0.0201 -0.1665
H 0.0904 0.0252 -0.1829
C 0.0873 -0.1501 -0.2218
Cl 0.2745 -0.3622 0.2318
Cl 0.0540 -0.0420 0.1005
H -0.0554 0.0663 0.0971
H -0.0946 0.0899 0.0750
C 0.2789 0.0282 0.0714
Cl 0.0928 -0.2127 0.0858
Cl 0.1041 -0.1901 0.0885
H -0.1673 0.0229 -0.0585
H -0.1638 0.0225 -0.0531
C -0.0811 -0.0828 -0.0979
Cl 0.2213 -0.1002 -0.1539
Cl 0.4164 -0.3224 -1.1497
H -0.0586 0.1042 0.1040
H -0.0390 0.1366 0.1223
C -0.1959 -0.0089 -0.1182
Cl -0.0826 -0.0692 -0.2154
Cl -0.0715 -0.0092 0.0649
H 0.1593 -0.0359 -0.0365
H 0.1563 -0.0225 -0.0042
C -0.0043 -0.1700 -0.1980
Cl -0.1541 -0.0747 -0.0339
Cl -0.0972 -0.2483 -0.0353
H -0.0332 0.1477 0.0779
H 0.1378 0.0763 0.1387
C 0.1780 0.0019 0.0130
Cl 0.0780 -0.0143 -0.0035
Cl 0.0913 -0.2865 0.1694
H -0.1503 0.0691 0.0146
H -0.1437 0.0757 -0.0094